# 1
Below is C5H10O2 in the gas phase, with properties calculated with wB97M-V/def2-TZVPD.

XYZ file:
```
17
Properties=species:S:1:pos:R:3:mulliken_charge:R:1
O -0.136 -2.884 0.019 -0.528
C -0.884 -1.703 0.177 -0.681
C -0.203 -0.529 -0.507 0.285
C -0.867 0.828 -0.266 -0.665
C 0.330 1.781 -0.190 -0.536
C 1.383 0.897 0.473 -0.464
O 1.125 -0.429 0.023 -0.425
H 0.768 -2.652 0.279 0.343
H -1.030 -1.457 1.244 0.319
H -1.870 -1.880 -0.266 0.306
H -0.118 -0.747 -1.581 0.230
H -1.404 0.821 0.691 0.288
H -1.580 1.089 -1.053 0.375
H 0.122 2.688 0.386 0.337
H 0.654 2.075 -1.194 0.275
H 1.303 0.942 1.569 0.277
H 2.409 1.159 0.197 0.266
```

The energy relative to the best compared isomer or geometry (same formula, charge and spin) is 1.320 eV. The HOMO-LUMO gap is 10.67 eV. As for the spin multiplicity: 1. Its structure (SMILES) is OC[C@H]1CCCO1.

# 2
Below is a molecular structure, C30H39IrN5O, with properties calculated with wB97M-V/def2-TZVPD.

XYZ file:
```
76
Properties=species:S:1:pos:R:3:mulliken_charge:R:1
Ir 0.370 -0.285 -0.173 1.091
N -1.210 -1.346 0.773 0.126
N -0.407 -2.599 -1.621 0.591
C 2.159 0.805 -0.631 0.980
C 2.467 -0.473 -0.045 0.303
C 1.939 -0.469 1.301 0.389
C 1.997 -1.597 2.280 -0.869
H 2.016 -2.564 1.764 0.275
H 1.118 -1.566 2.935 -0.259
H 2.893 -1.525 2.910 0.366
C 1.326 0.807 1.531 0.291
C 0.805 1.311 2.833 -0.628
H 1.625 1.674 3.472 0.243
H 0.284 0.517 3.385 -0.330
H 0.107 2.136 2.668 0.349
C 1.378 1.553 0.312 -0.010
C 0.828 2.926 0.096 -1.512
H -0.072 3.061 0.701 0.408
H 0.571 3.065 -0.958 0.293
H 1.550 3.702 0.380 0.293
C 3.173 -1.610 -0.707 -1.359
H 4.191 -1.730 -0.322 0.368
H 3.226 -1.448 -1.786 0.312
H 2.632 -2.545 -0.530 0.262
C 2.610 1.325 -1.953 -1.174
H 1.771 1.790 -2.479 0.070
H 3.014 0.522 -2.571 0.310
H 3.390 2.088 -1.833 0.281
C -2.133 -0.764 1.552 -0.455
H -2.170 0.329 1.542 0.426
C -2.981 -1.527 2.349 -0.691
H -3.734 -1.007 2.937 0.418
C -2.812 -2.910 2.405 -0.610
H -3.440 -3.507 3.063 0.350
C -1.833 -3.497 1.627 -1.199
H -1.605 -4.560 1.664 0.389
C -1.145 -2.715 0.659 1.731
C -0.435 -3.271 -0.419 -1.672
H -0.345 -4.347 -0.499 0.332
C -0.299 -1.227 -1.671 -1.111
C -0.438 -3.112 -2.931 -0.933
H -0.451 -4.166 -3.126 0.505
C -0.516 -2.067 -3.751 -0.610
H -0.607 -2.019 -4.816 0.479
N -0.488 -0.898 -2.984 1.235
C -0.665 0.427 -3.503 -0.121
C 0.287 0.929 -4.403 0.844
C 0.120 2.230 -4.895 -0.598
H 0.881 2.643 -5.561 0.173
C -1.001 2.994 -4.563 0.716
C -1.186 4.377 -5.121 -1.439
H -1.055 5.146 -4.347 0.243
H -2.195 4.498 -5.534 0.328
H -0.459 4.569 -5.918 0.335
C -1.968 2.438 -3.720 -1.332
H -2.867 3.012 -3.482 0.194
C -1.830 1.148 -3.199 1.391
C -2.941 0.535 -2.406 -1.444
H -3.382 -0.332 -2.920 0.256
H -3.734 1.280 -2.276 0.400
H -2.618 0.212 -1.409 0.109
C 1.471 0.121 -4.836 -2.108
H 1.276 -0.400 -5.785 0.335
H 1.771 -0.632 -4.099 0.303
H 2.326 0.790 -5.008 0.452
C -2.936 -1.091 6.429 -0.793
N -1.565 -1.514 6.470 -0.228
C -0.652 -1.137 5.526 0.624
N 0.614 -1.609 5.764 -0.389
O -0.936 -0.401 4.571 -0.705
H -3.048 -0.310 5.673 0.245
H -3.248 -0.700 7.402 0.312
H -3.600 -1.930 6.173 0.279
H -1.260 -2.139 7.204 0.163
H 1.359 -1.296 5.165 0.252
H 0.770 -2.347 6.440 0.162
```

The energy relative to the best compared isomer or geometry (same formula, charge and spin) is 0.000 eV. The charge is -1. Its expectation value of S² is 6.039. The HOMO-LUMO gap (spin up / spin down) is 2.00 / 6.55 eV. As for the spin multiplicity: 5.

# 3
Below is a molecular structure, C5H10O2, with properties calculated with wB97M-V/def2-TZVPD.

XYZ file:
```
17
Properties=species:S:1:pos:R:3:mulliken_charge:R:1
C -1.343 -1.671 0.288 -1.129
C -0.010 -0.973 0.240 0.012
O -0.291 -0.133 -1.405 -0.504
C 0.310 1.120 -1.308 -0.428
C 1.295 0.982 -0.200 -0.668
C 0.443 0.232 1.004 -0.009
O -0.597 0.991 1.562 -0.572
H -1.477 -2.045 -0.731 0.327
H -2.165 -0.988 0.507 0.224
H -1.411 -2.527 0.973 0.368
H 0.830 -1.680 0.164 0.374
H -0.377 1.987 -1.190 0.269
H 1.069 1.409 -2.068 0.304
H 2.052 0.261 -0.568 0.303
H 1.783 1.936 0.041 0.395
H 1.210 0.098 1.770 0.377
H -1.323 1.002 0.922 0.356
```

The energy relative to the best compared isomer or geometry (same formula, charge and spin) is 3.247 eV. The HOMO-LUMO gap is 10.42 eV. As for the spin multiplicity: 1.

# 4
Below is a molecular structure, C5H10N2O, with properties calculated with wB97M-V/def2-TZVPD.

XYZ file:
```
18
Properties=species:S:1:pos:R:3:mulliken_charge:R:1
C 1.023 -0.466 0.463 0.200
C 1.283 1.061 -0.392 -0.602
C -0.968 0.735 0.496 -0.329
C -1.963 -0.325 0.339 0.076
C -0.425 -0.570 0.017 -0.681
H 0.936 -2.228 -0.765 0.351
H 2.874 -1.278 -0.710 0.285
H 1.208 -0.159 1.474 0.374
H 1.465 1.080 -1.502 0.267
H 1.997 1.847 -0.014 0.307
H -0.110 2.575 0.255 0.295
H -1.031 0.873 1.560 0.307
H -2.157 -0.623 1.505 0.161
H -2.382 -1.473 -0.904 0.426
H -0.499 -0.541 -1.146 0.248
N 1.759 -1.686 0.060 -0.678
N -0.108 1.732 -0.242 -0.522
O -2.904 -0.553 -0.496 -0.486
```

The energy relative to the best compared isomer or geometry (same formula, charge and spin) is 9.416 eV. The HOMO-LUMO gap is 8.97 eV. As for the spin multiplicity: 1.

# 5
Below is 2 unconnected molecules or ions with the total composition C2H2ClNS, with properties calculated with wB97M-V/def2-TZVPD.

XYZ file:
```
7
Properties=species:S:1:pos:R:3:mulliken_charge:R:1
C 0.570 -0.075 0.985 0.285
C -0.123 -1.203 0.432 -0.368
N 1.175 0.809 1.481 -0.338
S -0.431 1.280 -1.923 -0.165
Cl -1.702 -1.485 0.836 -0.056
H 0.197 -1.559 -0.465 0.475
H 0.314 2.232 -1.346 0.167
```

The energy relative to the best compared isomer or geometry (same formula, charge and spin) is 2.331 eV. The HOMO-LUMO gap (spin up / spin down) is 8.51 / 6.83 eV. As for the spin multiplicity: 1.

# 6
Below is a molecular structure, C27H21AsCrF5N4O3S, with properties calculated with wB97M-V/def2-TZVPD.

XYZ file:
```
63
Properties=species:S:1:pos:R:3:mulliken_charge:R:1
Cr 0.385 0.506 -0.257 -0.122
O 1.515 2.521 3.128 -0.740
C 0.966 1.766 2.335 0.237
N 1.497 1.211 1.223 0.644
C 2.834 1.404 0.899 0.715
C 3.821 2.025 1.664 -0.858
C 5.131 2.048 1.215 -0.660
C 5.488 1.449 0.018 -0.722
C 4.529 0.832 -0.764 -0.620
C 3.203 0.824 -0.339 -0.566
N 2.142 0.222 -0.973 0.952
C 2.275 -0.757 -1.901 -0.796
O 3.204 -0.938 -2.686 -0.749
C 1.107 -1.663 -1.797 0.987
C 0.839 -2.706 -2.672 -0.672
C -0.225 -3.546 -2.403 -0.469
C -0.960 -3.338 -1.236 -0.761
C -0.632 -2.275 -0.420 -0.104
N 0.348 -1.421 -0.706 0.469
C -0.466 1.383 2.577 0.391
C -1.225 2.142 3.467 -0.752
C -2.524 1.756 3.742 -0.530
C -3.003 0.594 3.154 -0.718
C -2.179 -0.085 2.270 -0.061
N -0.948 0.306 1.958 0.146
H 3.563 2.480 2.604 0.530
H 5.887 2.528 1.819 0.405
H 6.516 1.458 -0.313 0.409
H 4.795 0.344 -1.690 0.491
H 1.469 -2.839 -3.537 0.537
H -0.482 -4.346 -3.079 0.462
H -1.791 -3.976 -0.982 0.450
H -1.175 -2.073 0.496 0.399
H -0.774 3.016 3.912 0.494
H -3.148 2.336 4.403 0.454
H -3.996 0.224 3.358 0.476
H -2.534 -0.983 1.783 0.278
F -6.434 2.151 -0.025 -0.317
C -5.105 2.294 -0.094 0.613
C -4.276 1.186 -0.236 -0.386
F -4.800 -0.046 -0.299 -0.349
C -2.906 1.356 -0.309 -0.920
F -2.128 0.246 -0.459 0.224
C -2.283 2.606 -0.216 1.600
S -0.580 2.809 -0.245 -0.488
C -3.148 3.709 -0.083 -0.085
F -2.629 4.938 -0.009 -0.342
C -4.523 3.562 -0.032 0.350
F -5.305 4.641 0.081 -0.310
C 1.584 0.831 -4.680 -1.189
As 0.519 1.724 -3.305 0.903
C 1.668 3.078 -2.501 -0.992
C -0.788 2.722 -4.370 -1.114
O -0.306 0.646 -2.376 -0.346
H 1.858 1.564 -5.438 0.432
H 0.974 0.046 -5.132 0.342
H 2.482 0.388 -4.252 0.318
H 2.442 3.320 -3.225 0.435
H 2.128 2.707 -1.583 0.139
H 1.087 3.974 -2.271 0.427
H -0.254 3.397 -5.042 0.400
H -1.444 3.296 -3.713 0.254
H -1.384 2.017 -4.956 0.377
```

The energy relative to the best compared isomer or geometry (same formula, charge and spin) is 1.012 eV. Its expectation value of S² is 3.792. The HOMO-LUMO gap (spin up / spin down) is 6.58 / 6.60 eV. As for the spin multiplicity: 4.

# 7
Below is 2 unconnected molecules or ions with the total composition C8H8N4O4, with properties calculated with wB97M-V/def2-TZVPD.

XYZ file:
```
24
Properties=species:S:1:pos:R:3:mulliken_charge:R:1
O 2.467 -3.673 -1.650 -0.644
C 1.837 -2.609 -1.404 0.509
C 0.455 -2.312 -1.734 -0.781
C 0.088 -0.963 -1.547 0.034
N 0.921 0.077 -1.016 -0.063
C 2.230 -0.287 -0.496 0.348
O 2.876 0.400 0.333 -0.616
N 2.628 -1.544 -0.926 -0.114
H -0.175 -3.059 -2.150 0.437
H -0.879 -0.517 -1.856 0.426
H 0.428 0.878 -0.761 0.117
H 3.596 -1.870 -0.758 0.271
O -3.153 1.904 -0.919 -0.624
C -2.265 1.676 -0.106 0.417
C -0.879 2.101 -0.161 -0.472
C -0.084 1.935 0.886 -0.244
N -0.527 1.308 2.048 -0.060
C -1.823 0.769 2.201 0.277
O -2.202 0.204 3.190 -0.584
N -2.603 0.915 1.064 -0.072
H -0.562 2.666 -0.989 0.467
H 0.902 2.363 0.937 0.478
H 0.071 1.138 2.834 0.246
H -3.577 0.571 1.081 0.246
```

The energy relative to the best compared isomer or geometry (same formula, charge and spin) is 1.664 eV. The HOMO-LUMO gap is 9.46 eV. As for the spin multiplicity: 1. Its structure (SMILES) is O=c1cc[nH]c(=O)[nH]1.O=c1cc[nH]c(=O)[nH]1.

# 8
Below is a molecular structure, C19H31BF4N4NbO2Si, with properties calculated with wB97M-V/def2-TZVPD.

XYZ file:
```
63
Properties=species:S:1:pos:R:3:mulliken_charge:R:1
Nb 0.283 0.005 -0.235 0.989
N -1.581 -4.136 -2.568 -0.047
C -0.570 -3.227 -1.887 0.826
C 0.533 -3.937 -1.110 -1.294
C 1.617 -2.934 -0.660 0.060
N 1.176 -1.870 0.268 -0.549
C 2.287 -2.403 -1.917 -1.188
C 1.288 -1.645 -2.798 0.044
N 1.221 -0.245 -2.205 -0.412
C -0.061 -2.320 -3.032 -1.239
H -2.119 -4.674 -1.882 0.392
H -1.136 -4.816 -3.214 0.388
H -2.219 -3.563 -3.124 0.380
H -1.229 -2.643 -1.195 -0.432
H 1.042 -4.676 -1.740 0.493
H 0.130 -4.492 -0.207 0.399
H 2.391 -3.552 -0.146 0.353
H 1.976 -1.533 0.802 0.513
H 0.508 -2.228 0.974 -0.054
H 2.688 -3.296 -2.454 0.483
H 3.138 -1.744 -1.620 0.429
H 1.734 -1.522 -3.843 0.364
H 0.613 0.350 -2.820 0.406
H 2.140 0.149 -2.308 0.287
H 0.026 -2.928 -3.954 0.536
H -0.814 -1.565 -3.259 0.406
O -3.000 1.514 -2.054 -0.538
C -1.978 1.484 -1.356 0.491
O -1.413 0.267 -1.211 -0.513
C -1.352 2.571 -0.563 0.593
C -1.864 3.890 -0.650 -1.076
C -1.465 4.780 0.293 -0.571
C -0.438 4.431 1.223 0.749
C 0.018 5.342 2.240 -0.735
C 0.961 4.987 3.178 -0.776
C 1.531 3.699 3.064 -0.672
C 1.163 2.780 2.070 -0.161
C 0.190 3.096 1.148 0.024
N -0.311 2.213 0.217 0.435
H -2.688 4.087 -1.370 0.482
H -1.940 5.763 0.315 0.483
H -0.412 6.343 2.259 0.442
H 1.217 5.686 3.996 0.428
H 2.309 3.362 3.761 0.444
H 1.687 1.847 2.014 0.654
F 4.747 2.429 -0.260 -0.180
B 3.699 2.000 -0.965 0.431
F 3.881 0.906 -1.730 -0.283
F 2.613 2.744 -1.089 -0.107
F 2.045 0.585 0.537 -0.581
C -2.730 -2.003 1.317 -1.164
Si -1.365 -0.744 1.777 1.097
C -0.479 -1.464 3.301 -1.214
C -2.263 0.861 2.436 -0.990
H -3.435 -2.218 2.172 0.425
H -2.301 -2.955 0.990 0.321
H -3.380 -1.635 0.461 0.319
H -1.297 -1.509 4.090 0.381
H 0.288 -0.764 3.627 0.358
H -0.051 -2.495 3.195 0.427
H -3.054 0.634 3.201 0.516
H -2.704 1.423 1.609 0.286
H -1.492 1.507 2.889 0.243
```

The energy relative to the best compared isomer or geometry (same formula, charge and spin) is 0.000 eV. The charge is +3. The HOMO-LUMO gap (spin up / spin down) is 5.92 / 5.91 eV. As for the spin multiplicity: 1.

> What is the formula in the eighth record?

C19H31BF4N4NbO2Si